Entry 1:
Computed, not measured: an isolated ion of composition C4H8NS and charge +1 in a non-equilibrium geometry, with the ωB97M-V functional and the def2-TZVPD basis.

```
14
Properties=species:S:1:pos:R:3:forces:R:3:nbo_charge:R:1
C -1.10823 -1.29619 0.92100 2.34 2.84 -1.90 -0.05
C -0.40548 -0.95096 1.97396 -0.12 0.08 0.26 -0.39
C 0.18086 0.19857 -0.14421 -1.98 -2.82 2.70 -0.02
C 1.14164 -0.31952 -1.14396 0.09 0.03 -0.16 -0.71
N -0.49471 1.46081 -0.55654 -0.09 0.29 -0.15 -0.73
S 0.73678 0.32004 1.63657 0.11 0.09 -0.60 0.29
H -1.79004 -1.98321 0.48544 -0.38 -0.35 -0.14 0.24
H -0.49402 -1.36494 2.96975 0.01 -0.15 0.10 0.27
H 1.50136 -1.30179 -0.85179 -0.04 -0.02 0.07 0.28
H 2.01251 0.33618 -1.21840 0.13 0.11 -0.08 0.23
H 0.67975 -0.40558 -2.12632 -0.02 -0.02 -0.12 0.24
H -0.76393 1.98303 0.28893 -0.04 -0.09 -0.25 0.46
H -1.33794 1.27505 -1.11475 0.23 0.04 0.10 0.45
H 0.14144 2.04851 -1.11967 -0.23 -0.04 0.16 0.44
```
Forces are in eV/Å.

The calculation puts the energy relative to the best compared isomer or geometry (same formula, charge and spin) at 66.2 kcal per mole. For the HOMO energy, the calculation gives -13.15 eV. As for the charge: +1. The frontier orbital gap is 8.80 eV.

Entry 2:
Computed, not measured: one molecule with the formula C6H5BrCl2 in a non-equilibrium geometry, with the ωB97M-V functional and the def2-TZVPD basis.

```
14
Properties=species:S:1:pos:R:3:forces:R:3:nbo_charge:R:1
Cl 0.60995 -3.43190 0.10616 0.17 -2.28 0.24 0.04
C 0.61854 -1.78769 0.29684 -2.59 2.68 1.14 -0.23
C 1.19075 -1.04322 -0.64914 0.54 1.62 0.75 -0.27
C 1.23202 0.44560 -0.76871 1.76 -0.37 -0.28 -0.19
C 0.49524 1.32137 -0.09274 0.01 1.89 -0.53 -0.22
C -0.69413 1.19908 0.70108 -1.33 0.49 2.03 -0.29
C -1.87355 0.61250 0.42961 0.73 0.01 -1.05 -0.14
Cl -3.38943 0.98816 1.13491 0.23 -0.04 0.47 0.06
Br -2.05940 -0.57062 -1.08247 -0.11 0.57 0.52 0.08
H -0.17549 -1.40189 1.11249 2.32 -0.77 -1.97 0.24
H 1.88264 -1.52509 -1.30555 0.03 -0.49 -0.55 0.22
H 2.12937 0.82747 -1.38074 -1.66 -0.52 0.95 0.22
H 0.62824 2.45891 -0.09596 0.77 -1.70 -0.60 0.23
H -0.59473 1.90731 1.59423 -0.87 -1.09 -1.13 0.24
```
Forces are in eV/Å.

The SMILES is Cl/C=C/C=C\C=C(\Cl)Br. The calculation puts the energy relative to the best compared isomer or geometry (same formula, charge and spin) at 9.8 kcal per mole. For the HOMO energy, the calculation gives -8.58 eV. The frontier orbital gap is 8.53 eV.

Entry 3:
Computed, not measured: a 14-piece molecular cluster, C2H32O13S2 overall in a non-equilibrium geometry, with the ωB97M-V functional and the def2-TZVPD basis.

```
49
Properties=species:S:1:pos:R:3:forces:R:3:nbo_charge:R:1
C 2.13992 -1.20656 -2.51595 0.57 -0.64 0.56 -0.76
S 0.76930 -2.46283 -2.44850 3.61 -1.17 -0.76 0.11
S -0.81544 -1.56102 -1.96961 -2.83 2.02 1.15 0.12
C -1.68969 -1.37315 -3.52793 -0.02 0.69 -0.97 -0.78
H 2.49935 -0.91725 -1.48556 -0.21 -0.77 -0.94 0.22
H 2.92534 -1.76329 -3.11537 -0.66 1.03 0.80 0.23
H 1.85435 -0.25901 -2.96558 -0.23 -0.25 -0.61 0.20
H -1.75684 -2.38045 -3.93865 -0.07 0.35 -0.43 0.23
H -2.66840 -0.97435 -3.35220 -0.92 -0.32 0.74 0.23
H -1.36721 -0.58434 -4.24863 0.81 -0.92 0.45 0.22
H 1.79957 4.96482 -0.34972 -0.15 -0.12 -0.17 0.48
H 1.69432 3.62844 -1.16733 -0.56 1.12 0.62 0.51
O 1.17489 4.26448 -0.58292 0.92 -0.70 -0.75 -1.00
H -0.05050 -0.43068 3.97412 -0.55 0.50 0.18 0.50
H 0.61020 -0.97272 5.21455 -0.07 -0.33 1.12 0.49
O 0.78595 -0.76302 4.31443 0.56 0.07 -1.01 -0.97
H -0.53346 2.73525 0.76031 -1.48 0.53 -1.06 0.49
H 0.91148 3.11188 0.98753 -0.57 0.13 -0.15 0.49
O 0.19636 2.53444 1.30276 1.84 -0.67 1.37 -0.99
H 4.19476 -1.08216 2.63153 -0.39 -0.13 -0.05 0.48
H 2.66605 -1.14644 2.92562 -0.48 -0.51 -0.49 0.47
O 3.50472 -0.91219 3.28442 1.41 0.50 0.84 -0.94
H -1.18198 -0.51811 1.47701 1.25 0.18 -1.05 0.49
H -1.72363 0.71411 0.51859 0.92 0.16 0.25 0.51
O -1.90191 -0.06673 1.04194 -0.93 -0.94 0.49 -0.99
H -1.82568 3.53076 -2.90628 0.96 0.40 0.24 0.49
H -0.34213 3.76003 -2.19898 -1.34 -0.26 -0.37 0.51
O -1.11759 3.16453 -2.35125 0.28 -0.20 0.23 -1.00
H -2.41370 2.41142 -0.86416 0.26 0.22 -2.58 0.50
H -3.68350 2.49441 0.12255 0.12 0.21 -0.65 0.50
O -2.72958 2.46266 0.00267 -0.20 -0.14 3.03 -0.99
H -1.85599 1.29878 3.68152 0.01 1.13 -0.60 0.49
H -1.79499 -0.05265 2.90989 -0.65 0.70 -0.58 0.48
O -1.81394 0.36490 3.76731 0.38 -1.60 1.57 -0.97
H 1.78296 1.26336 1.38471 -0.97 0.37 -0.83 0.49
H 2.73730 0.60758 2.20309 0.79 -0.48 -0.39 0.49
O 2.51283 0.65603 1.25308 -0.07 0.15 0.97 -0.99
H 1.05057 -1.67612 2.86374 -0.58 -0.20 -0.91 0.50
H 1.33486 -1.36821 1.33030 0.83 1.12 -0.68 0.49
O 0.81176 -1.88483 1.91706 -0.64 -0.46 1.45 -1.00
H 2.57949 2.48579 -3.27415 1.40 -0.90 -4.49 0.49
H 2.10010 1.69259 -1.98590 0.43 0.50 -1.06 0.50
O 2.30549 2.54123 -2.43158 -1.83 0.21 5.68 -0.97
H -0.51805 -4.16141 0.72615 0.67 -0.01 -0.10 0.46
H 0.78903 -3.37879 1.04659 -0.82 -1.60 -0.59 0.49
O 0.44772 -4.22274 0.60758 -0.03 1.13 0.63 -0.98
H -3.80348 0.68122 0.46697 0.12 -0.95 0.74 0.47
H -4.17427 -0.46294 1.52512 0.61 0.42 -0.20 0.48
O -4.45225 0.02079 0.74531 -1.49 0.39 -0.67 -0.96
```
Forces are in eV/Å.

For the HOMO energy, the calculation gives -8.53 eV. The frontier orbital gap is 8.47 eV.